C11H22NO4 | ωB97M-V/def2-TZVPD

Geometry as XYZ:
```
38
Properties=species:S:1:pos:R:3
C 0.68436 -1.85952 1.43898
C -0.22655 -0.58016 2.01455
N -0.88605 0.22439 0.91503
C -2.33276 0.54859 1.23006
O -3.30723 -0.15796 0.36476
C -3.22568 -1.57867 0.73801
C -3.98205 -2.28088 2.02883
O -2.48183 -2.39399 -0.04026
H 1.19440 -2.45029 2.32572
H 0.01301 -2.62012 0.85251
H 1.49942 -1.47514 0.65925
H 0.56581 0.11014 2.57996
H -0.96071 -1.00068 2.82787
H -2.64180 0.38446 2.34831
H -2.48966 1.70917 0.99817
H -3.17373 -2.59355 2.84871
H -4.84666 -1.61981 2.46699
H -4.46895 -3.28229 1.61406
C 2.35570 -1.36495 -3.05513
C 3.49170 -2.06980 -2.36342
O 4.37325 -1.44064 -1.78037
C 3.50769 -3.57426 -2.41267
H 2.47459 -0.28264 -2.93718
H 2.36468 -1.60360 -4.12162
H 1.40493 -1.66336 -2.60625
H 3.56790 -3.91138 -3.45057
H 2.60828 -3.97118 -1.93519
H 4.38464 -3.94574 -1.87192
C -0.22651 4.26706 -1.41779
C -0.36757 4.10049 0.07155
O -1.21394 3.34881 0.55275
C 0.56679 4.88922 0.94959
H -0.96558 3.63776 -1.92493
H -0.40619 5.30916 -1.69379
H 0.77274 3.95653 -1.73338
H 0.42252 5.95908 0.77900
H 1.60139 4.60648 0.73954
H 0.34971 4.66929 2.00028
```

Output
total charge: -1
frontier orbital gap: 4.8995 eV
2S+1: 1